Molecular formula: C9H16N2
Method: DFT, ωB97M-V with the def2-TZVPD basis set

Last column: Mulliken charge in e.
Cartesian coordinates (Å):
C (-0.382, -1.617, 0.816)  -0.821
C (-0.495, -0.644, -0.344)  0.403
C (-0.001, -0.810, 2.036)  0.008
C (-0.961, 0.829, -0.009)  -0.245
C (0.831, 0.005, -0.513)  -0.440
C (-1.260, -0.432, 2.852)  -1.603
C (-1.552, 1.781, -1.059)  -1.069
C (1.970, -0.596, -2.639)  -1.297
C (1.468, 0.491, -1.750)  -0.122
N (0.672, 0.473, 1.821)  -0.429
N (0.507, 1.065, 0.507)  -0.209
H (-1.384, -1.944, 0.943)  0.407
H (0.496, -2.391, 0.657)  0.270
H (-0.691, -1.094, -1.249)  0.840
H (0.660, -1.327, 2.659)  0.537
H (-1.927, 0.105, 2.223)  0.370
H (-0.929, 0.198, 3.622)  0.464
H (-1.882, -1.211, 3.236)  0.427
H (-2.371, 1.444, -1.716)  0.292
H (-0.656, 1.994, -1.707)  0.258
H (-1.862, 2.848, -0.616)  0.270
H (2.580, -1.235, -2.041)  0.368
H (2.534, -0.152, -3.450)  0.394
H (1.155, -1.249, -3.111)  0.259
H (0.839, 1.145, -2.321)  0.115
H (2.320, 1.102, -1.309)  0.243
H (0.318, 1.223, 2.464)  0.311

Results
Spin multiplicity ... 3
M ... 152.2 u
Energy ... -12565.2767 eV
Expectation value of S² ... 2.007
Max |F| ... 2.91 eV/A
Energy relative to the best compared isomer or geometry (same formula, charge and spin) ... 275.9 kJ/mol